# 1
Here is H24KrO12 as an isolated structure at a distorted geometry from the OMol25 dataset. Energies are from the ωB97M-V functional and the def2-TZVPD basis.

Computed properties:
* molar mass: 299.98 g mol⁻¹
* HOMO level: -11.0 eV
* 2S+1: 1
* relative energy (zero: lowest compared OMol25 entry of this formula, charge and spin): 5.9 kcal/mol
* HOMO-LUMO gap: 11.0 eV

```
37
H24KrO12, DFT the ωB97M-V functional and the def2-TZVPD basis
Kr 0.16505 -0.14611 0.26814
O -2.44524 0.20416 2.20278
H -3.38993 0.11406 2.07758
H -2.32167 0.14187 3.14992
O 1.71856 -3.23476 -1.58578
H 1.83666 -3.71167 -2.40727
H 1.23124 -2.44871 -1.83255
O 2.57796 3.16880 -1.17243
H 3.23079 3.38092 -0.50530
H 2.47364 2.21918 -1.11273
O 2.68767 0.37166 -2.44835
H 2.17888 -0.42340 -2.60726
H 2.65237 0.84886 -3.27737
O 0.26077 -1.23962 -2.90823
H -0.13239 -0.36751 -2.87547
H -0.01400 -1.59515 -3.75341
O -1.06706 3.07321 1.68516
H -1.45106 2.19644 1.67863
H -0.53084 3.09445 2.47779
O 0.64214 -2.11361 4.30746
H 1.23470 -2.14596 3.55642
H 0.11887 -2.91183 4.23484
O -0.27645 3.57221 -1.21323
H 0.67805 3.52711 -1.15743
H -0.58186 3.25283 -0.36415
O 0.76084 0.66046 4.27393
H 0.58969 -0.27250 4.14543
H 1.56957 0.82511 3.78908
O -2.49976 -2.57231 1.58508
H -2.50580 -2.50322 0.63040
H -2.42302 -1.66844 1.89063
O -0.68687 1.46570 -3.07661
H -0.50483 2.08223 -2.36741
H -1.63786 1.35771 -3.06255
O -1.76162 -2.66660 -1.36308
H -1.13850 -2.17145 -1.89484
H -1.23869 -3.36414 -0.96782
```

=====

# 2
Here is one molecule with the formula C4H8O2 from the OMol25 dataset. Energies are from the ωB97M-V functional and the def2-TZVPD basis.

Computed properties:
* molar mass: 88.11 g mol⁻¹
* HOMO level: -10.7 eV
* SMILES string: CCCOC=O
* 2S+1: 1
* relative energy (zero: lowest compared OMol25 entry of this formula, charge and spin): 15.8 kcal/mol
* HOMO-LUMO gap: 11.7 eV

```
14
C4H8O2, DFT the ωB97M-V functional and the def2-TZVPD basis
C -1.74644 0.35019 -0.42694
C -0.85580 0.41729 0.81268
C 0.36098 -0.50402 0.72812
O 1.51933 0.30154 0.42661
C 2.44939 -0.23228 -0.36799
O 2.41009 -1.31657 -0.88871
H -2.23588 -0.62774 -0.50182
H -2.53077 1.11323 -0.39382
H -1.16391 0.50269 -1.34241
H -1.44443 0.16701 1.70254
H -0.48724 1.43827 0.96269
H 0.56251 -1.01234 1.67620
H 0.25235 -1.26365 -0.05136
H 3.27484 0.48681 -0.48026
```

=====

# 3
Here is one molecule with the formula C2H4FN3 at a distorted geometry from the OMol25 dataset. Energies are from the ωB97M-V functional and the def2-TZVPD basis.

Computed properties:
* molar mass: 89.07 g mol⁻¹
* HOMO level: -9.7 eV
* SMILES string: FN1N=CCN1
* 2S+1: 1
* relative energy (zero: lowest compared OMol25 entry of this formula, charge and spin): 80.0 kcal/mol
* HOMO-LUMO gap: 10.4 eV

```
10
C2H4FN3, DFT the ωB97M-V functional and the def2-TZVPD basis
F 2.86751 -0.51302 0.52685
N 2.02498 0.01874 -0.59666
N 1.66303 1.35284 -0.25998
C 0.46225 1.28893 0.10456
C -0.18541 -0.03555 -0.04298
N 0.91399 -0.85262 -0.53663
H -0.09497 2.20907 0.34767
H -0.73324 -0.47173 0.76510
H -0.80661 0.19052 -0.85899
H 0.89493 -1.31072 -1.43730
```

=====

# 4
Here is one molecule with the formula C5H11N at a distorted geometry from the OMol25 dataset. Energies are from the ωB97M-V functional and the def2-TZVPD basis.

Computed properties:
* molar mass: 85.15 g mol⁻¹
* HOMO level: -7.5 eV
* SMILES string: CC(C)=C(C)N
* 2S+1: 1
* relative energy (zero: lowest compared OMol25 entry of this formula, charge and spin): 24.6 kcal/mol
* HOMO-LUMO gap: 8.5 eV

```
17
C5H11N, DFT the ωB97M-V functional and the def2-TZVPD basis
C -0.38542 -1.35670 -1.29570
C -0.08529 -0.03036 -0.65211
C -0.51197 1.29060 -1.30796
C 0.41293 0.00273 0.60498
C 0.11856 0.96994 1.71698
N 1.17904 -1.13366 1.05923
H 0.54434 -1.80778 -1.68601
H -0.70837 -2.13728 -0.60036
H -1.05849 -1.26823 -2.14534
H -0.46437 2.07757 -0.56752
H 0.23552 1.55995 -2.05917
H -1.46181 1.11120 -1.82207
H 1.00579 1.07051 2.34638
H -0.81237 0.72355 2.23061
H -0.12208 1.94998 1.30468
H 0.70187 -2.00241 0.83597
H 1.41211 -1.01963 2.03741
```

=====

# 5
Here is one molecule with the formula C4H8O2 from the OMol25 dataset. Energies are from the ωB97M-V functional and the def2-TZVPD basis.

Computed properties:
* molar mass: 88.11 g mol⁻¹
* HOMO level: -9.6 eV
* SMILES string: CO[C@@H](C)C=O
* 2S+1: 1
* relative energy (zero: lowest compared OMol25 entry of this formula, charge and spin): 35.7 kcal/mol
* HOMO-LUMO gap: 10.6 eV

```
14
C4H8O2, DFT the ωB97M-V functional and the def2-TZVPD basis
C -1.71702 -0.77864 -0.68383
O -0.87590 -0.42666 0.38841
C 0.27285 0.28690 -0.00675
C 0.69875 1.18418 1.14929
C 1.39636 -0.67652 -0.37542
O 2.46208 -0.31358 -0.80975
H -2.53638 -1.37026 -0.26965
H -2.13148 0.11701 -1.17099
H -1.19655 -1.38147 -1.44355
H 0.06632 0.90291 -0.89748
H -0.01280 2.00604 1.26528
H 0.70924 0.60557 2.07853
H 1.69466 1.59424 0.96388
H 1.16986 -1.74970 -0.18799
```

=====

# 6
Here is an isolated ion of composition C2H9N2S and charge +1 at a distorted geometry from the OMol25 dataset. Energies are from the ωB97M-V functional and the def2-TZVPD basis.

Computed properties:
* molar mass: 93.17 g mol⁻¹
* HOMO level: -12.9 eV
* SMILES string: CS[C@@H](N)[NH3+]
* 2S+1: 1
* relative energy (zero: lowest compared OMol25 entry of this formula, charge and spin): 52.2 kcal/mol
* HOMO-LUMO gap: 9.1 eV
* total charge: +1

```
14
C2H9N2S, DFT the ωB97M-V functional and the def2-TZVPD basis
C -2.29930 -0.73754 0.14514
S -1.28171 0.70301 -0.14539
C 0.74317 0.04804 0.25840
N 1.25134 -0.93182 -0.55750
N 1.36501 1.32415 0.14188
H -1.77887 -1.11607 0.99151
H -2.21472 -1.29689 -0.84642
H -3.33598 -0.31932 0.23632
H 0.78431 -0.27953 1.28378
H 1.26904 -0.55862 -1.56120
H 0.75308 -1.82091 -0.29621
H 1.15711 1.78091 -0.70492
H 1.18186 1.94060 0.92219
H 2.40566 1.26399 0.13242
```

=====

# 7
Here is a 2-piece molecular cluster, C5H9Br overall at a distorted geometry from the OMol25 dataset. Energies are from the ωB97M-V functional and the def2-TZVPD basis.

Computed properties:
* molar mass: 149.03 g mol⁻¹
* HOMO level (spin up / spin down): -8.7 / -7.9 eV
* 2S+1: 1
* relative energy (zero: lowest compared OMol25 entry of this formula, charge and spin): 69.1 kcal/mol
* HOMO-LUMO gap (spin up / spin down): 7.2 / 5.4 eV

```
15
C5H9Br, DFT the ωB97M-V functional and the def2-TZVPD basis
C 0.02605 -0.79022 -1.10694
C 0.79111 0.32442 -0.39336
C -0.67319 0.00329 -0.11612
C 1.83143 -0.09115 0.71898
C -1.72235 0.05680 0.84153
Br -1.70497 2.32816 -2.28003
H -0.34182 -0.72390 -2.16654
H 0.49266 -1.73111 -0.79095
H 1.03802 1.16920 -0.96399
H 2.68750 0.48981 0.65667
H 2.10768 -1.15084 0.51196
H 1.30232 0.06143 1.60046
H -1.50817 -0.72734 1.68171
H -2.72603 -0.29878 0.49581
H -1.60025 1.08022 1.31081
```

=====

# 8
Here is C8H12IN2O2 as an isolated structure at a distorted geometry from the OMol25 dataset. Energies are from the ωB97M-V functional and the def2-TZVPD basis.

Computed properties:
* molar mass: 295.10 g mol⁻¹
* HOMO level: -13.1 eV
* 2S+1: 1
* relative energy (zero: lowest compared OMol25 entry of this formula, charge and spin): 78.8 kcal/mol
* HOMO-LUMO gap: 8.9 eV
* total charge: +1

```
25
C8H12IN2O2, DFT the ωB97M-V functional and the def2-TZVPD basis
C 3.00921 0.49296 -0.21952
C 2.21728 -0.17890 0.92137
C -1.57458 2.65626 -0.31035
C -2.01562 1.52851 -1.20333
C 0.73634 1.89107 -1.39853
C -0.58060 1.58338 -0.64126
C 1.03236 0.43171 0.31615
C -2.82909 0.47040 -0.49680
N 1.65860 1.08107 -0.64974
N 3.00451 -3.04038 1.00966
O 3.99960 0.64790 -0.80513
O -0.18800 0.72241 0.48289
I 0.64486 0.87484 -3.39233
H 2.53735 -1.29540 0.86122
H 2.43741 0.23498 2.03705
H -1.44325 3.73393 -0.76063
H -1.88246 2.68237 0.77856
H -2.15301 1.46201 -2.22344
H 0.88250 2.92087 -1.70651
H -3.90322 0.71018 -0.73989
H -2.58321 0.61120 0.50556
H -2.50355 -0.61364 -0.57401
H 2.94509 -3.90294 1.54987
H 3.58335 -3.16759 0.20875
H 2.05495 -2.94752 0.68140
```

=====

Q: Which of these has the highest relative energy (zero: lowest compared OMol25 entry of this formula, charge and spin)?
A: C2H4FN3